1.
The following is a quantum chemistry calculation of 8 unconnected molecules or ions with the total composition H16O8, from the Open Molecules 2025 dataset.

Positions of all 24 atoms, in Å:
H: -0.06869 -0.29811 -0.65433
H: 0.86204 0.54442 0.20236
H: -4.19499 -1.27068 0.85565
H: -3.73340 -1.60842 -0.55250
H: 0.09575 0.73536 -4.87862
H: 0.00043 2.24826 -4.76876
H: 0.18364 3.12985 -1.04756
H: -0.71237 4.13626 -0.34447
H: 2.23517 2.78083 3.00640
H: 3.11924 2.46914 4.20277
H: -1.73537 -3.61236 1.83319
H: -1.27034 -2.26368 2.35747
H: 1.19884 -0.70075 3.04829
H: 2.47963 -1.49214 2.84014
H: 1.50384 -2.44976 -2.80482
H: 0.28238 -2.68978 -3.67687
O: 0.41897 -0.31117 0.17694
O: -3.95824 -0.86263 0.01516
O: 0.43609 1.54855 -5.26834
O: -0.72039 3.25657 -0.73826
O: 2.30005 2.91451 3.95872
O: -1.95298 -2.93279 2.48113
O: 2.04162 -0.90672 3.46817
O: 1.18909 -2.36474 -3.71184

## Properties
E_HOMO: -0.423 hartree
Structure (SMILES): O.O.O.O.O.O.O.O
Kohn-Sham gap: 11.194 eV
Energy above the lowest of the compared OMol25 structures with the same formula, charge and spin: 2.8883 eV
Electronic energy: -611.47647 Eh
F_max: 0.26 eV Å⁻¹

***

2.
The following is a quantum chemistry calculation of 3 unconnected molecules or ions with the total composition C43H70ClF9N3O8P in a non-equilibrium geometry, from the Open Molecules 2025 dataset.

Positions of all 135 atoms, in Å:
C: 5.42334 4.57586 -0.15788
C: 4.02414 5.33010 -0.24237
C: 2.84476 4.46337 0.37363
C: 2.24761 3.56561 -0.80320
C: 1.46400 2.32193 -0.19137
C: 1.14093 1.31059 -1.35560
C: 0.90452 -0.16839 -0.87232
C: 2.04186 -0.95078 -0.48550
C: 3.50907 -0.38614 -0.47733
C: 3.98690 -0.30027 1.04734
C: 4.81522 0.98124 1.36089
F: 2.82566 -0.24706 1.86316
C: 1.83866 -2.37130 -0.04877
P: 3.30782 -3.43210 0.48372
C: 2.95953 -3.85747 2.28617
C: 3.38942 -4.98902 -0.56586
C: 4.59693 -5.93852 -0.12270
C: 0.48932 -2.88715 -0.05647
C: 0.18250 -4.36140 0.37873
C: -0.26391 -5.16162 -0.89611
O: -1.03023 -6.05553 -0.77782
Cl: 0.35466 -4.73369 -2.55187
C: -0.68076 -2.06707 -0.43550
N: -1.92409 -2.66125 -0.40021
C: -2.93393 -1.83531 -0.73071
C: -4.36601 -2.47711 -0.65500
C: -5.13889 -2.49304 -2.02936
O: -6.53412 -2.28664 -1.75528
C: -7.09526 -1.22852 -2.51144
C: -8.54447 -0.94106 -1.97918
F: -8.98655 -2.08957 -1.34723
F: -9.42216 -0.75268 -3.03868
C: -8.68684 0.31608 -1.03712
F: -7.88754 1.37714 -1.42239
F: -9.98890 0.77955 -1.20513
C: -8.55986 -0.00566 0.50495
F: -7.51572 -0.85394 0.74079
F: -9.73466 -0.61624 0.90381
C: -8.40546 1.28591 1.41420
F: -7.56338 0.92488 2.46592
F: -9.60350 1.63649 2.00101
C: -2.68969 -0.41398 -1.10880
C: -3.93030 0.48839 -1.46220
N: -4.93643 0.56162 -0.37872
C: -5.03298 1.94941 0.13333
N: -1.49370 0.20108 -1.20258
C: -0.49978 -0.68687 -0.84189
H: 5.31051 3.63899 0.44190
H: 5.81345 4.28892 -1.16399
H: 6.20442 5.19085 0.35749
H: 4.15288 6.27850 0.33549
H: 3.79099 5.50677 -1.31886
H: 2.04845 5.11679 0.80832
H: 3.22437 3.81910 1.21136
H: 1.57745 4.23975 -1.38673
H: 3.13134 3.19126 -1.38475
H: 2.16351 1.85084 0.53626
H: 0.48993 2.64454 0.24797
H: 2.04781 1.25060 -2.02255
H: 0.30257 1.63391 -2.01933
H: 4.18906 -1.04300 -1.06720
H: 3.55963 0.65478 -0.87487
H: 4.60756 -1.19214 1.29386
H: 5.74798 1.07958 0.74930
H: 5.07730 0.95599 2.45495
H: 4.18019 1.89056 1.21498
H: 2.93306 -4.97177 2.44127
H: 3.66196 -3.35270 2.99304
H: 1.93177 -3.48722 2.55275
H: 2.44983 -5.59546 -0.53501
H: 3.50872 -4.65828 -1.63106
H: 5.11558 -5.53828 0.78367
H: 4.16648 -6.94186 0.11495
H: 5.30021 -6.07904 -0.98529
H: 1.07822 -4.85616 0.81898
H: -0.60751 -4.35105 1.16529
H: -4.23493 -3.54897 -0.34501
H: -4.98505 -2.01611 0.16029
H: -5.05337 -3.54298 -2.43109
H: -4.71092 -1.82987 -2.81764
H: -7.20079 -1.57300 -3.58186
H: -6.48451 -0.29386 -2.54077
H: -7.98519 2.16802 0.88271
H: -4.34548 0.18614 -2.45833
H: -3.54626 1.53757 -1.60891
H: -4.63637 0.01105 0.43089
H: -4.02475 2.41444 0.31304
H: -5.68934 2.60431 -0.48935
H: -5.53137 1.87811 1.14189
C: 8.34126 7.08271 -4.14933
O: 7.39354 8.12638 -4.06806
C: 6.05640 7.64468 -4.08110
C: 5.12859 8.62081 -3.37791
O: 5.20380 8.55159 -1.95634
C: 6.37743 9.09905 -1.36005
C: 6.43450 10.61666 -1.41219
O: 6.84652 11.05612 -2.69914
C: 6.43053 12.37603 -2.97627
H: 8.25125 6.55296 -5.10422
H: 9.33633 7.52263 -4.08267
H: 8.21745 6.38171 -3.31695
H: 5.99365 6.66708 -3.58909
H: 5.75158 7.54175 -5.13019
H: 4.10082 8.34110 -3.62503
H: 5.27070 9.64315 -3.73100
H: 7.27837 8.64545 -1.77519
H: 6.32859 8.80263 -0.30890
H: 7.17193 10.97899 -0.68444
H: 5.44902 11.02643 -1.16247
H: 5.33858 12.45341 -2.92881
H: 6.74850 12.62781 -3.98752
H: 6.88304 13.08027 -2.26904
C: -4.55571 -4.85140 4.00237
O: -4.16081 -6.12509 3.53865
C: -2.91588 -6.08852 2.85283
C: -2.22030 -7.43613 2.93278
O: -1.58888 -7.67639 4.18922
C: -2.45123 -7.96070 5.28814
C: -3.09712 -9.33418 5.21380
O: -4.19707 -9.31959 4.31460
C: -4.49687 -10.60271 3.80928
H: -4.72711 -4.17021 3.16092
H: -5.48646 -4.96645 4.55792
H: -3.80062 -4.43364 4.67687
H: -2.26231 -5.31783 3.27919
H: -3.12413 -5.84577 1.80301
H: -1.40990 -7.43659 2.19876
H: -2.88934 -8.25478 2.66482
H: -3.19251 -7.17170 5.42187
H: -1.80580 -7.94287 6.17017
H: -3.48019 -9.61114 6.20448
H: -2.34990 -10.07072 4.89652
H: -3.63384 -11.01804 3.27705
H: -5.32116 -10.50634 3.10333
H: -4.79234 -11.27803 4.62029

## Properties
E_HOMO: -0.305 hartree
Structure (SMILES): CCCCCCc1c(C[C@@H](C)F)c(P(C)CC)c(CC(=O)Cl)c2nc(CCOCC(F)(F)C(F)(F)C(F)(F)C(F)F)c(CNC)nc12.COCCOCCOC.COCCOCCOC
Kohn-Sham gap: 7.653 eV
Electronic energy: -4146.74853 Eh
F_max: 3.85 eV Å⁻¹

***

> Look up the E_HOMO of the first one.

-0.423 hartree